{
  "formula": "C2H7O2P",
  "method": "ωB97M-V/def2-TZVPD",
  "species": ["C", "P", "O", "C", "O", "H", "H", "H", "H", "H", "H", "H"],
  "coordinates": [[-1.691, 0.074, 0.124], [-0.095, -0.378, -0.542], [-0.005, -1.888, -0.315], [1.222, 0.520, 0.340], [2.480, -0.026, 0.353], [-2.460, -0.330, -0.499], [-1.845, -0.457, 0.995], [-1.958, 1.161, 0.209], [-0.034, -0.021, -2.000], [1.390, 1.492, 0.011], [0.657, 0.728, 1.363], [2.339, -0.875, -0.038]],
  "lowdin_charge": [-0.214, 0.655, -0.430, -0.414, -0.052, 0.041, 0.024, 0.075, 0.057, 0.067, 0.133, 0.058],
  "max_force_ev_per_a": 3.36,
  "de_lowest_kcal_mol": 26.60,
  "smiles": "C[P@H](=O)CO",
  "homo_lumo_gap_ev": 11.10,
  "homo_energy_ev": -10.186,
  "energy_ev": -15570.630,
  "total_charge": 0
}



{
  "formula": "C5H5NO2",
  "method": "ωB97M-V/def2-TZVPD",
  "species": ["N", "C", "C", "O", "C", "C", "C", "O", "H", "H", "H", "H", "H"],
  "coordinates": [[3.451, -0.055, -0.815], [2.585, -0.115, -0.019], [1.207, 0.027, 0.717], [0.631, 1.120, 0.126], [-0.687, 0.763, 0.036], [-1.921, -0.042, -0.535], [-0.615, -0.616, -0.368], [0.272, -1.056, 0.594], [1.468, 0.130, 1.883], [-1.084, 0.661, 1.060], [-2.653, -0.177, 0.267], [-2.706, -0.052, -1.590], [0.053, -0.589, -1.356]],
  "lowdin_charge": [0.146, -0.076, -0.322, 0.005, -0.250, 0.016, -0.344, -0.011, 0.196, 0.145, 0.097, 0.191, 0.207],
  "max_force_ev_per_a": 5.39,
  "de_lowest_kcal_mol": 184.78,
  "smiles": "N#CC1O[C@H]2C[C@@H]2O1",
  "homo_lumo_gap_ev": 10.50,
  "homo_energy_ev": -9.890,
  "energy_ev": -10843.302,
  "total_charge": 0
}



{
  "formula": "C50H116CaF12N10O23S4",
  "method": "ωB97M-V/def2-TZVPD",
  "species": ["Ca", "C", "F", "F", "F", "S", "O", "O", "N", "S", "O", "O", "C", "F", "F", "F", "C", "F", "F", "F", "S", "O", "O", "N", "S", "O", "O", "C", "F", "F", "F", "C", "O", "C", "C", "N", "C", "C", "O", "C", "H", "H", "H", "H", "H", "H", "H", "H", "H", "H", "H", "H", "H", "H", "H", "C", "O", "C", "C", "N", "C", "C", "O", "C", "H", "H", "H", "H", "H", "H", "H", "H", "H", "H", "H", "H", "H", "H", "H", "C", "O", "C", "C", "N", "C", "C", "O", "C", "H", "H", "H", "H", "H", "H", "H", "H", "H", "H", "H", "H", "H", "H", "H", "C", "O", "C", "C", "N", "C", "C", "O", "C", "H", "H", "H", "H", "H", "H", "H", "H", "H", "H", "H", "H", "H", "H", "H", "C", "O", "C", "C", "N", "C", "C", "O", "C", "H", "H", "H", "H", "H", "H", "H", "H", "H", "H", "H", "H", "H", "H", "H", "C", "O", "C", "C", "N", "C", "C", "O", "C", "H", "H", "H", "H", "H", "H", "H", "H", "H", "H", "H", "H", "H", "H", "H", "C", "O", "C", "C", "N", "C", "C", "O", "C", "H", "H", "H", "H", "H", "H", "H", "H", "H", "H", "H", "H", "H", "H", "H", "C", "C", "C", "O", "C", "N", "H", "H", "H", "H", "H", "H", "H", "H", "H", "H", "H"],
  "coordinates": [[-2.762, -0.255, 1.482], [-2.827, 4.927, 2.225], [-1.611, 4.693, 1.723], [-2.617, 5.739, 3.259], [-3.599, 5.535, 1.347], [-3.768, 3.269, 2.827], [-5.160, 3.487, 2.522], [-3.141, 2.190, 2.039], [-3.358, 3.168, 4.525], [-4.596, 3.778, 5.254], [-4.365, 3.677, 6.673], [-5.074, 5.049, 4.768], [-6.111, 2.477, 4.963], [-6.551, 2.062, 6.141], [-7.134, 3.132, 4.321], [-5.727, 1.414, 4.210], [-0.268, -0.959, -2.610], [0.181, 0.333, -2.548], [-1.331, -0.990, -3.403], [0.740, -1.680, -3.122], [-0.699, -1.673, -0.883], [-2.053, -2.168, -1.133], [0.294, -2.714, -0.496], [-0.904, -0.300, 0.170], [0.586, -0.005, 0.558], [0.949, -0.735, 1.780], [1.595, -0.135, -0.510], [0.523, 1.785, 0.948], [-0.449, 1.897, 1.856], [1.732, 2.096, 1.347], [0.330, 2.547, -0.109], [-3.068, 1.678, -1.189], [-3.729, 0.924, -0.175], [-5.137, 0.889, -0.515], [-5.815, 0.015, 0.618], [-5.075, -1.079, 1.283], [-4.831, -2.177, 0.324], [-3.996, -3.296, 0.930], [-2.857, -2.642, 1.445], [-1.813, -3.469, 1.884], [-3.255, 1.389, -2.223], [-2.006, 1.883, -1.057], [-3.508, 2.669, -1.085], [-5.280, 0.363, -1.459], [-5.601, 1.873, -0.590], [-6.707, -0.411, 0.159], [-6.107, 0.669, 1.440], [-5.764, -1.501, 1.889], [-4.399, -1.863, -0.626], [-5.803, -2.629, 0.128], [-3.855, -4.094, 0.202], [-4.476, -3.759, 1.792], [-1.503, -4.098, 1.049], [-2.121, -4.080, 2.732], [-0.954, -2.838, 2.111], [6.701, -1.227, -10.229], [6.579, -1.502, -8.900], [7.366, -0.723, -8.019], [7.065, -1.038, -6.582], [5.636, -0.707, -6.325], [5.160, -1.340, -5.121], [3.636, -1.295, -5.034], [3.051, -2.034, -6.132], [1.650, -2.163, -6.100], [5.960, -1.818, -10.768], [7.652, -1.621, -10.587], [6.722, -0.208, -10.616], [7.264, 0.357, -8.123], [8.419, -0.925, -8.213], [7.674, -0.421, -5.923], [7.176, -2.099, -6.359], [5.073, -1.028, -7.099], [5.640, -0.834, -4.283], [5.437, -2.384, -4.973], [3.248, -0.284, -5.163], [3.293, -1.652, -4.063], [1.147, -1.206, -5.961], [1.436, -2.818, -5.255], [1.290, -2.544, -7.056], [-4.323, -2.833, -4.083], [-5.441, -3.696, -3.814], [-6.567, -3.034, -3.257], [-7.772, -3.939, -3.072], [-7.747, -4.807, -1.933], [-6.532, -5.566, -1.733], [-6.782, -6.583, -0.632], [-5.669, -7.441, -0.597], [-5.751, -8.420, 0.442], [-3.468, -3.320, -4.554], [-3.961, -2.495, -3.112], [-4.497, -2.004, -4.768], [-6.817, -2.407, -4.113], [-6.308, -2.468, -2.363], [-8.058, -4.420, -4.007], [-8.609, -3.254, -2.939], [-8.538, -5.416, -2.083], [-5.609, -5.030, -1.515], [-6.315, -6.161, -2.621], [-7.686, -7.165, -0.817], [-6.726, -6.049, 0.316], [-5.868, -7.974, 1.429], [-4.857, -9.041, 0.378], [-6.684, -8.980, 0.371], [-0.487, -7.963, -6.167], [-0.004, -7.522, -4.875], [1.473, -7.336, -4.872], [1.893, -6.795, -3.532], [1.342, -7.650, -2.475], [1.152, -6.941, -1.245], [-0.134, -6.022, -1.381], [-1.220, -6.816, -1.689], [-2.388, -6.200, -2.072], [0.006, -8.843, -6.580], [-0.406, -7.188, -6.928], [-1.491, -8.380, -6.258], [1.735, -6.659, -5.686], [1.909, -8.296, -5.148], [1.580, -5.751, -3.521], [2.982, -6.847, -3.549], [0.408, -7.835, -2.813], [1.993, -6.266, -1.083], [1.144, -7.623, -0.396], [0.039, -5.208, -2.085], [-0.393, -5.598, -0.410], [-2.304, -5.432, -2.840], [-3.083, -6.011, -1.254], [-2.793, -6.949, -2.751], [7.587, 0.950, 0.691], [6.358, 1.575, 1.007], [5.967, 2.372, -0.074], [5.691, 1.586, -1.353], [4.837, 2.209, -2.379], [3.410, 2.060, -2.020], [2.499, 2.738, -3.113], [2.643, 2.115, -4.417], [1.481, 2.339, -5.170], [8.322, 1.557, 0.162], [7.351, 0.042, 0.138], [7.945, 0.547, 1.638], [6.658, 3.210, -0.166], [4.991, 2.791, 0.170], [5.249, 0.606, -1.173], [6.607, 1.347, -1.893], [5.122, 1.959, -3.315], [3.094, 2.576, -1.114], [3.081, 1.024, -2.107], [2.650, 3.817, -3.094], [1.450, 2.690, -2.819], [0.787, 1.537, -4.916], [1.736, 2.203, -6.221], [1.063, 3.339, -5.058], [1.456, 5.222, 8.740], [0.391, 4.659, 7.953], [-0.354, 5.575, 7.164], [-1.196, 4.931, 6.066], [-0.558, 3.737, 5.475], [0.432, 4.034, 4.417], [1.935, 4.142, 4.892], [2.210, 2.936, 5.507], [3.579, 2.792, 5.849], [2.007, 4.434, 9.253], [1.005, 5.829, 9.526], [2.164, 5.788, 8.134], [0.331, 6.246, 6.645], [-1.049, 6.295, 7.597], [-1.599, 5.670, 5.373], [-2.109, 4.609, 6.566], [-0.013, 3.441, 6.272], [0.175, 4.977, 3.935], [0.418, 3.281, 3.629], [2.258, 5.009, 5.468], [2.560, 4.135, 3.999], [3.646, 1.890, 6.458], [4.044, 3.642, 6.349], [4.269, 2.663, 5.015], [3.729, 0.933, 2.977], [2.519, 1.010, 3.740], [2.160, -0.161, 4.512], [0.653, -0.182, 4.719], [0.191, 0.874, 5.669], [0.408, 0.376, 7.046], [0.103, 1.482, 8.060], [-1.175, 1.998, 7.759], [-1.829, 2.589, 8.947], [4.555, 0.479, 3.525], [3.907, 1.952, 2.634], [3.654, 0.416, 2.020], [2.787, -0.208, 5.402], [2.400, -1.056, 3.938], [0.277, -1.144, 5.068], [0.147, 0.020, 3.776], [0.976, 1.500, 5.554], [1.448, 0.063, 7.146], [-0.294, -0.411, 7.322], [0.862, 2.257, 8.168], [0.102, 0.924, 8.996], [-1.759, 2.102, 9.920], [-2.893, 2.548, 8.710], [-1.611, 3.616, 9.239], [1.368, 5.851, 0.676], [2.231, 6.873, 0.014], [1.498, 7.768, -1.054], [1.287, 7.133, -2.295], [2.440, 6.880, -3.083], [2.762, 7.701, 1.078], [0.431, 6.271, 1.041], [1.846, 5.269, 1.464], [1.036, 5.089, -0.030], [3.128, 6.428, -0.415], [2.168, 8.611, -1.221], [0.529, 8.086, -0.667], [3.021, 6.123, -2.557], [3.056, 7.779, -3.091], [2.281, 6.521, -4.099], [1.916, 8.145, 1.405], [3.291, 8.466, 0.682]],
  "lowdin_charge": [1.531, -0.613, 0.121, 0.126, 0.157, 0.728, -0.309, -0.430, -0.251, 0.540, -0.304, -0.301, -0.574, 0.134, 0.079, 0.067, -0.592, 0.087, 0.150, 0.132, 0.737, -0.322, -0.273, -0.422, 0.592, -0.273, -0.288, -0.690, 0.122, 0.166, 0.160, -0.073, -0.383, -0.127, -0.150, -0.130, -0.200, -0.183, -0.357, -0.062, 0.105, 0.080, 0.101, 0.118, 0.140, 0.122, 0.117, 0.132, 0.104, 0.124, 0.124, 0.136, 0.081, 0.108, 0.092, -0.154, -0.168, -0.231, -0.191, -0.051, -0.226, -0.184, -0.199, -0.113, 0.092, 0.082, 0.090, 0.126, 0.121, 0.121, 0.115, 0.096, 0.113, 0.113, 0.106, 0.115, 0.075, 0.074, 0.090, -0.087, -0.206, -0.217, -0.220, -0.062, -0.210, -0.235, -0.207, -0.093, 0.086, 0.063, 0.086, 0.121, 0.107, 0.123, 0.116, 0.112, 0.107, 0.127, 0.127, 0.121, 0.078, 0.094, 0.081, -0.113, -0.207, -0.179, -0.212, -0.052, -0.177, -0.211, -0.187, -0.112, 0.076, 0.080, 0.079, 0.116, 0.119, 0.108, 0.121, 0.077, 0.113, 0.111, 0.107, 0.101, 0.090, 0.075, 0.096, -0.113, -0.188, -0.228, -0.221, -0.049, -0.170, -0.188, -0.194, -0.126, 0.095, 0.083, 0.089, 0.125, 0.108, 0.119, 0.110, 0.102, 0.106, 0.097, 0.100, 0.095, 0.073, 0.089, 0.089, -0.072, -0.217, -0.217, -0.198, -0.021, -0.148, -0.198, -0.239, -0.084, 0.083, 0.085, 0.081, 0.106, 0.122, 0.108, 0.079, 0.051, 0.103, 0.085, 0.115, 0.111, 0.093, 0.088, 0.077, -0.106, -0.229, -0.188, -0.189, -0.021, -0.192, -0.244, -0.167, -0.070, 0.095, 0.077, 0.075, 0.112, 0.111, 0.114, 0.074, 0.048, 0.105, 0.116, 0.104, 0.110, 0.074, 0.073, 0.073, -0.067, -0.450, -0.180, -0.192, -0.100, 0.032, 0.076, 0.077, 0.067, 0.129, 0.110, 0.129, 0.064, 0.086, 0.089, 0.068, 0.066],
  "max_force_ev_per_a": 5.79,
  "homo_lumo_gap_ev": 7.08,
  "homo_energy_ev": -7.398,
  "energy_ev": -210098.875,
  "total_charge": 0
}